Record 1
ORCA calculation (the ωB97M-V functional and the def2-TZVPD basis) on the molecule C3H2FNOS.

energy above the lowest of the compared OMol25 structures with the same formula, charge and spin	211.4	kJ/mol
Kohn-Sham gap (spin up / spin down)	8.7506 / 8.7501	eV
LUMO energy (spin up / spin down)	-1.0 / -1.0	eV
HOMO level (spin up / spin down)	-9.798 / -9.798	eV

Structure (XYZ):
```
9
C3H2FNOS (the ωB97M-V functional and the def2-TZVPD basis)
S -2.224 1.060 0.465
F -3.699 -1.259 -0.076
O -2.934 1.680 -0.674
N -1.485 -1.505 -0.276
C -0.318 -0.840 -0.055
C -2.483 -0.772 0.059
C -0.505 0.536 0.200
H 0.259 1.151 0.540
H 0.670 -1.428 -0.138
```

These are the Mulliken partial charges, in e, on atoms 1 to 5: number 1, S, carries 0.364; number 2, F, carries -0.178; number 3, O, carries -0.530; number 4, N, carries -0.409; number 5, C, carries -0.077

Record 2
ORCA calculation (the ωB97M-V functional and the def2-TZVPD basis) on a cluster of 4 separate species, C3H12NO4 in total.

energy above the lowest of the compared OMol25 structures with the same formula, charge and spin	775.5	kJ/mol
Kohn-Sham gap	3.7964	eV
net charge	-1
LUMO energy	-0.9	eV
HOMO level	-4.718	eV

Structure (XYZ):
```
20
C3H12NO4 (the ωB97M-V functional and the def2-TZVPD basis)
O 2.150 -0.834 -2.373
O 0.988 1.061 2.755
O -0.243 1.712 -0.355
O -2.533 0.589 -0.357
N -0.607 -0.570 1.453
C -0.357 -1.336 -0.877
C 0.776 0.757 -0.134
C 0.295 -0.642 0.307
H -1.475 -0.181 1.110
H 0.417 -1.492 -1.663
H 1.212 -1.238 0.540
H -0.744 -2.300 -0.595
H 1.467 1.154 0.666
H -3.366 1.125 -0.136
H 0.502 1.668 3.356
H 2.629 -0.676 -3.211
H -1.175 1.280 -0.409
H -0.089 0.079 2.179
H 1.362 0.618 -1.026
H -1.206 -0.773 -1.231
```

These are the Mulliken partial charges, in e, on atoms 1 to 5: number 1, O, carries -0.825; number 2, O, carries -0.836; number 3, O, carries -0.484; number 4, O, carries -0.862; number 5, N, carries -0.395

Record 3
ORCA calculation (the ωB97M-V functional and the def2-TZVPD basis) on a cluster of 2 separate species, C24H26N7O5 in total.

energy above the lowest of the compared OMol25 structures with the same formula, charge and spin	2.5	kJ/mol
Kohn-Sham gap	8.3393	eV
net charge	+1
LUMO energy	-2.8	eV
HOMO level	-11.098	eV

Structure (XYZ):
```
62
C24H26N7O5 (the ωB97M-V functional and the def2-TZVPD basis)
O 3.514 0.680 5.082
O -5.457 -3.872 -0.568
O -0.565 -4.991 -0.385
O 2.125 3.508 2.259
O -6.718 -3.005 1.096
N -0.308 1.328 -0.137
N -2.019 1.249 -2.424
N 3.851 4.379 1.176
N 3.632 1.151 2.944
N -2.297 -0.041 -2.021
N 0.968 0.556 1.461
N -3.359 0.629 -0.020
C 3.820 1.486 4.221
C -1.118 -3.025 -1.612
C 3.864 1.939 1.719
C -3.209 -0.322 -0.972
C -5.091 -0.663 1.010
C -0.989 -4.411 -1.544
C -1.533 -2.403 -2.797
C 1.000 1.540 -0.529
C -4.927 -1.704 0.090
C -4.303 0.480 0.924
C 3.315 1.143 0.516
C 5.168 4.392 0.535
C 1.801 1.053 0.468
C -1.057 -0.205 -3.844
C -5.727 -2.946 0.177
C -1.290 -5.194 -2.660
C 3.226 3.346 1.748
C -0.308 0.727 1.066
C -1.818 -3.195 -3.918
C -1.707 -4.587 -3.849
C 4.413 2.828 4.608
C -1.653 -0.949 -2.873
C -3.978 -1.497 -0.924
C -1.325 1.170 -3.532
H 5.305 3.030 4.019
H 5.227 3.638 -0.252
H -7.113 -3.884 0.984
H -3.870 -2.251 -1.697
H 4.942 2.048 1.599
H 3.662 1.621 -0.402
H -1.940 -5.195 -4.719
H -4.444 1.270 1.655
H 3.729 0.133 0.526
H 4.686 2.793 5.663
H 5.347 5.372 0.088
H -0.465 -0.572 -4.676
H -1.147 1.545 -0.693
H -1.201 -6.275 -2.616
H 1.327 2.022 -1.443
H -2.142 -2.731 -4.845
H -1.197 0.471 1.636
H 3.354 5.256 1.240
H 5.951 4.207 1.274
H 3.384 0.183 2.833
H -0.591 -5.959 -0.472
H -0.972 2.019 -4.110
H 1.263 0.242 2.378
H 3.671 3.612 4.469
H -0.877 -2.440 -0.733
H -5.829 -0.733 1.804
```

These are the Mulliken partial charges, in e, on atoms 1 to 5: number 1, O, carries -0.651; number 2, O, carries -0.558; number 3, O, carries -0.548; number 4, O, carries -0.659; number 5, O, carries -0.445

Record 4
ORCA calculation (the ωB97M-V functional and the def2-TZVPD basis) on a structure of composition C4H6O2.

energy above the lowest of the compared OMol25 structures with the same formula, charge and spin	317.3	kJ/mol
Kohn-Sham gap	8.7973	eV
LUMO energy	0.5	eV
HOMO level	-8.324	eV

Structure (XYZ):
```
12
C4H6O2 (the ωB97M-V functional and the def2-TZVPD basis)
O -1.357 0.098 0.477
O -1.091 -2.309 1.308
C -0.588 -1.505 0.608
C 0.808 1.324 0.185
C 0.354 -1.158 -0.326
C 0.172 0.236 -0.622
H 0.852 1.061 1.240
H 0.036 0.508 -1.676
H 0.291 2.276 0.059
H -2.124 -0.088 -0.083
H 1.833 1.436 -0.186
H 0.814 -1.877 -0.985
```

These are the Mulliken partial charges, in e, on atoms 1 to 5: number 1, O, carries -0.585; number 2, O, carries -0.488; number 3, C, carries 0.578; number 4, C, carries -1.061; number 5, C, carries -0.767

Record 5
ORCA calculation (the ωB97M-V functional and the def2-TZVPD basis) on a structure of composition C65H152Br3NO.

multiplicity	2
Kohn-Sham gap (spin up / spin down)	2.9939 / 7.6133	eV
net charge	-1
<S²>	0.7542
LUMO energy (spin up / spin down)	1.8 / 1.8	eV
HOMO level (spin up / spin down)	-1.186 / -5.805	eV

Structure (XYZ):
```
222
C65H152Br3NO (the ωB97M-V functional and the def2-TZVPD basis)
Br -0.431 -2.925 -8.720
Br -2.452 -4.706 -6.991
Br -2.096 -1.552 -6.203
O 2.610 -3.515 -5.457
N 5.370 -5.274 -7.049
C 0.563 2.562 -8.147
C -2.813 -4.674 -2.138
C -2.663 3.104 2.215
C -2.066 -2.903 -7.675
C 0.784 -0.565 0.921
C -4.427 7.382 -1.480
C 5.064 5.670 -0.543
C 6.298 -5.402 5.686
C 6.129 -4.567 4.379
C -3.967 3.415 1.360
C 4.221 3.194 -0.697
C -4.973 -0.904 4.738
C 1.235 -4.526 2.209
C -2.095 4.309 2.865
C 3.751 -4.077 -8.526
C 4.277 -4.332 -7.094
C -2.408 5.748 -7.340
C -3.326 -3.664 -3.134
C 4.376 4.578 -1.389
C -3.242 -1.254 2.902
C -2.522 4.206 -7.420
C 0.371 0.602 -4.260
C 3.608 2.158 -1.582
C -0.940 -4.432 3.579
C -0.185 -4.903 2.344
C 0.357 1.770 8.946
C 4.519 1.768 -2.812
C 4.202 6.108 0.585
C -1.043 -1.059 -0.805
C -1.056 -2.316 6.250
C 3.124 -4.637 -6.079
C 5.831 -3.052 4.642
C 1.500 -3.735 -4.575
C -0.003 3.512 -7.042
C 4.346 -2.283 2.629
C 1.293 1.055 4.059
C 5.731 -2.207 3.349
C -0.049 -4.293 4.894
C -1.374 -6.458 -3.557
C -0.100 -1.631 0.341
C -0.325 0.545 -2.868
C -3.677 2.001 -0.617
C -0.721 4.790 -2.206
C 0.660 1.098 -7.765
C -4.718 -4.086 -3.722
C -4.947 0.780 6.482
C 0.974 1.586 10.323
C -1.768 6.996 -1.445
C -0.312 -0.800 -2.136
C -1.954 5.426 -1.531
C -4.576 2.237 0.642
C 1.759 0.984 5.446
C 1.464 1.563 7.872
C -0.735 -3.899 6.226
C -0.108 -6.572 -2.700
C 6.304 -6.946 5.457
C -0.832 4.032 3.591
C -3.552 0.631 7.068
C -4.737 -1.334 3.236
C -4.462 7.521 -2.988
C 0.870 1.681 6.455
C -3.050 7.699 -0.794
C -4.862 0.574 4.974
C -1.436 3.371 -6.612
C -2.614 -6.129 -2.623
H -3.483 2.845 -1.278
H -1.890 -1.701 -1.048
H 1.569 2.472 10.544
H -0.682 -4.463 1.479
H -0.888 3.714 -2.154
H 6.060 5.272 -0.352
H -2.921 1.519 7.044
H 1.535 2.019 3.612
H -2.857 -2.708 -8.399
H 0.545 -2.426 -0.033
H -3.991 1.081 4.558
H 3.665 -1.941 3.408
H -0.709 -1.544 -2.826
H 0.449 -5.257 4.997
H -2.179 5.133 -0.505
H 0.753 -3.561 4.794
H -1.476 3.641 -5.556
H -0.796 7.115 -0.965
H -1.941 5.101 2.132
H -1.304 -3.427 3.368
H -0.693 4.964 -3.281
H 7.270 -7.207 5.025
H 1.093 0.757 -6.825
H -3.698 0.334 8.107
H 2.316 -5.282 -6.425
H 0.194 4.514 -7.422
H -0.702 -2.181 1.064
H 0.248 5.030 -1.768
H -4.596 -4.540 -4.706
H 5.881 -1.154 3.586
H -4.127 8.516 -3.283
H 7.209 -5.160 6.233
H 3.490 6.870 0.268
H 4.384 -3.493 -9.194
H 3.488 -5.012 -9.022
H -3.095 -0.232 6.583
H -2.494 -6.714 -1.711
H 1.923 0.470 3.388
H -5.439 7.306 -3.423
H -3.549 -6.587 -2.946
H 5.761 -5.288 -6.118
H -1.680 -4.437 6.304
H -2.980 -1.876 2.047
H 2.788 1.319 5.572
H 3.670 5.265 1.025
H 5.491 -7.296 4.822
H -3.521 3.831 -7.196
H -1.541 -1.967 5.338
H 0.710 -1.178 -2.157
H 0.104 -5.668 -2.128
H -0.284 0.598 -7.976
H -3.011 2.273 2.830
H 0.231 0.847 3.925
H 4.895 -2.890 5.176
H 6.503 -2.548 2.660
H -1.010 3.699 4.614
H -5.998 -1.212 4.944
H 1.733 -4.928 3.091
H -1.460 6.228 -7.580
H 1.562 2.778 -8.527
H -0.249 -5.984 2.218
H 0.680 -3.017 -4.560
H 0.807 -6.731 -3.270
H 0.109 1.356 -2.282
H 3.410 4.828 -1.826
H 1.545 -1.084 1.504
H 1.436 0.375 -4.303
H -2.657 -3.627 -3.993
H -1.693 -1.979 7.067
H 5.571 -5.120 6.448
H 5.479 1.419 -2.433
H 6.176 -7.471 6.403
H 5.345 -5.014 3.768
H 0.144 0.134 1.459
H 4.021 1.093 -3.508
H 4.948 4.543 -2.316
H -4.511 1.387 1.322
H 1.580 -5.185 1.412
H -2.812 5.210 -2.168
H 0.033 0.984 6.506
H -0.209 4.924 3.656
H 0.006 2.730 -9.069
H 6.198 -4.921 -7.506
H 0.589 2.681 6.126
H 1.205 0.558 -8.539
H 2.690 2.613 -1.953
H -3.076 6.254 -8.037
H -1.496 -0.139 -0.435
H -3.388 -2.639 -2.769
H 4.595 -3.310 -6.887
H 2.286 2.266 8.014
H -3.750 4.260 0.705
H -1.154 -5.779 -4.380
H -1.356 0.867 -3.017
H -5.073 8.199 -1.158
H -4.879 6.514 -1.000
H 1.692 -0.075 5.695
H -2.936 8.767 -0.610
H -1.796 -5.074 3.788
H -2.503 4.033 -8.496
H -5.154 -4.937 -3.198
H -3.063 -0.235 2.560
H -5.354 1.749 6.773
H -2.557 6.032 -6.299
H 6.953 -4.630 3.667
H 0.742 3.547 -6.247
H -5.182 -2.321 3.109
H -2.832 4.722 3.553
H -0.195 -7.403 -2.000
H -4.057 1.335 -1.391
H -5.546 0.050 7.026
H -1.500 -7.406 -4.080
H -3.356 7.236 0.144
H 6.573 -2.616 5.311
H -5.383 -3.229 -3.826
H -0.481 1.089 8.800
H 1.379 -3.464 2.009
H -2.606 1.839 -0.493
H 2.829 -3.497 -8.490
H -0.192 -1.705 6.515
H -5.220 -0.795 2.420
H -5.786 1.001 4.583
H -4.683 3.860 2.050
H -1.721 2.321 -6.554
H 5.254 6.541 -1.171
H -1.875 2.629 1.630
H -0.155 3.299 3.151
H 1.625 0.714 10.376
H -3.874 6.757 -3.496
H -1.884 -4.288 -1.721
H 0.203 1.575 -4.722
H 3.634 -5.228 -5.319
H -0.111 -0.138 -4.899
H 1.303 0.047 0.184
H -2.510 -1.302 3.709
H -4.349 -1.586 5.316
H -1.542 7.412 -2.426
H 3.223 1.261 -1.095
H 0.155 1.456 11.030
H 1.797 0.525 7.869
H -5.571 2.332 0.207
H 4.280 -3.298 2.238
H 0.941 -4.663 -4.692
H 5.022 2.844 -0.046
H 4.803 6.668 1.302
H 4.753 2.658 -3.397
H 1.778 -3.917 -3.536
H -3.620 -4.763 -1.411
H 4.408 -1.640 1.751
H 3.407 3.391 0.000
H -0.013 -4.068 7.025
H -0.185 2.716 8.952
```

These are the Mulliken partial charges, in e, on atoms 1 to 5: number 1, Br, carries -0.301; number 2, Br, carries -0.341; number 3, Br, carries -0.340; number 4, O, carries -0.278; number 5, N, carries -0.790